(1)
59
Properties=species:S:1:pos:R:3 method="wB97M-V/def2-TZVPD" s_squared=0.755 total_charge=+1 e_above_lowest_kcal_mol=20.0 homo_ha="-0.4235 / -0.4219" spin_multiplicity=2
Ge 0.0771 0.5669 0.7080
N -0.9230 -3.3514 -2.0797
H 0.8047 -0.1147 -5.6796
C -0.0309 -0.1170 2.5263
C -2.9797 -2.7116 -1.1126
H 0.0082 1.2781 5.6277
F 2.4862 -1.6135 -1.8113
F 1.8563 -3.3247 1.1459
C 2.0810 1.8471 -1.0224
C -2.6258 1.5801 1.0993
C 2.4725 -2.4177 0.3775
C 1.6884 -2.2575 -0.9509
H 2.4632 1.3565 2.3101
Ir -0.1800 -1.3631 -0.9015
O 0.4100 -1.9558 -4.0207
H -4.7963 -2.2038 -0.3940
H 3.4940 2.8382 -2.2883
H -0.3208 -2.8435 4.5244
C 4.1520 2.7870 -0.2444
C 0.4988 -0.7946 -3.6814
C -3.5580 3.5264 0.0428
H -4.6100 2.3080 1.4625
C -0.1606 -1.4473 2.9062
H -2.2562 4.5774 -1.2988
N -4.3020 -2.7298 -1.0968
C -0.0370 0.5104 4.8665
H -0.2123 -2.2336 2.1632
C 1.7701 1.4257 0.2680
H 5.0762 3.3136 -0.4427
C -0.2232 -1.8023 4.2466
C -2.3637 3.7312 -0.6329
C 2.6709 1.6927 1.3005
C 3.2661 2.5224 -1.2784
C 3.8513 2.3726 1.0466
C -0.1539 -0.8249 5.2280
C -3.6874 2.4522 0.9151
C -1.3019 2.8573 -0.4457
H -4.3837 4.2114 -0.0977
H -0.3680 3.0353 -0.9657
H -4.8461 -3.2783 -1.7448
C 0.9904 0.2520 -4.6763
H 0.0871 1.9108 3.2604
F 2.5565 -1.2774 1.0502
F 1.5570 -3.5364 -1.4188
H 1.4021 1.6567 -1.8425
Cl 2.7379 0.3946 -4.4453
N -2.3224 -3.3892 -2.0458
H -2.8128 -3.8012 -2.8288
S -2.1813 -1.7918 0.1318
F 3.7007 -2.8502 0.1166
H -0.5544 -3.1050 -3.0074
Cl 0.1683 1.8012 -4.5023
O 0.2037 -0.3055 -2.5016
C 0.0177 0.8606 3.5264
H -0.1946 -1.1013 6.2732
H 4.5410 2.5751 1.8554
H -0.5565 -4.2378 -1.7525
C -1.4220 1.7714 0.4194
H -2.7246 0.7679 1.8126


(2)
50
Properties=species:S:1:pos:R:3 method="wB97M-V/def2-TZVPD" e_above_lowest_kcal_mol=18.6 homo_ha=-0.2940 smiles="COc1cc(N[C@H]2c3ccccc3C(=O)N2Cc2ccccc2Cl)cc(OC)c1"
H 2.1981 3.3586 2.4499
H -0.6872 3.9503 -1.3259
H 1.0485 -1.4469 -0.9084
C -1.2922 1.9475 -0.8763
C -3.4283 3.0336 0.4638
Cl -1.8704 -1.1542 -3.8133
C 2.5477 -1.0229 -4.5675
C 1.6572 -0.9216 -5.6221
C -2.5047 3.8582 -0.1624
H 2.7718 -1.2196 -2.4507
H -0.2970 1.0990 1.2156
N -1.7226 -1.1120 0.7270
H -0.4375 -2.2142 -1.5190
H 2.0174 -0.8076 -6.6331
H -1.9995 -2.0764 0.6157
C 1.3485 -0.7402 3.5388
H 2.9015 -2.7985 4.6686
C -0.0153 0.2481 1.8057
C 0.2031 -1.3296 -1.5980
O 0.9208 -3.0673 4.1095
C -0.3330 -2.0526 2.4278
C -0.6829 -0.9647 1.6400
H -4.0165 1.0105 0.9170
H -2.5900 -0.8102 -1.1025
C 1.4796 2.6028 2.1366
H 3.6105 -0.9873 -4.7512
H -0.8357 -3.0010 2.3201
C -2.2243 1.1202 -0.2522
H 1.6864 -2.2735 5.8672
C -1.4192 3.3236 -0.8406
C 1.9192 -3.0177 5.0991
C -0.2201 1.1055 -1.4627
C 0.2956 -0.9603 -5.3818
H 1.6340 2.3729 1.0774
C 2.0771 -1.1574 -3.2743
H -2.6310 4.9296 -0.1159
N -0.5901 -0.1821 -1.2168
H 1.9366 -4.0087 5.5505
C 0.7157 -1.1972 -3.0071
O 0.7899 1.4612 -2.0314
H 0.4644 2.9889 2.2778
H -4.2607 3.4741 0.9922
C 0.6711 -1.9388 3.3864
C -0.1604 -1.0989 -4.0828
C -3.3012 1.6505 0.4244
C 1.0014 0.3502 2.7404
H 2.1422 -0.6058 4.2531
H -0.4116 -0.8815 -6.1931
O 1.7274 1.4833 2.9535
C -1.8342 -0.3197 -0.4691


(3)
62
Properties=species:S:1:pos:R:3 method="wB97M-V/def2-TZVPD" total_charge=-1 e_above_lowest_kcal_mol=33.0 homo_ha="-0.1763 / -0.1763"
N 2.0578 -1.4871 -1.5952
H 1.6916 -1.8134 -0.6921
H -0.9371 4.8212 0.2413
O -3.5535 -0.4265 -4.2861
C -1.4946 3.8997 0.3915
C 1.5585 -0.2979 -1.9952
O -1.1011 1.5912 0.6455
C -5.3112 -1.3545 -0.8240
C 0.7108 3.0014 1.1443
C 2.6549 -2.4474 2.4618
O -1.2054 -1.0446 -0.9029
C -2.4871 -1.1158 -0.8932
C 2.6287 -4.5901 3.5536
H -5.2780 -0.7978 -2.8782
H 2.5575 3.9283 -3.6019
C 0.6597 2.9336 -3.9437
N 0.6053 1.7144 -1.8109
H 2.1630 -2.1912 -2.3050
H -2.2077 4.0404 1.2067
C -4.5505 -1.6174 0.3233
H 1.2777 4.9972 -4.1960
H 3.7165 1.6864 1.7013
H 3.2126 3.3995 1.7209
H 5.6665 -3.1254 3.8545
C -0.5829 2.7470 0.7266
C 1.9158 -1.3842 1.7405
C -2.4211 -1.7376 1.5822
C -4.6909 -0.9949 -1.9960
C -3.1932 -1.4924 0.2942
C 1.6081 1.9951 1.5474
S 1.7807 0.3373 -3.5953
O -1.5745 -0.3767 -3.4857
H 2.0969 -5.4859 3.8492
O -1.4013 -0.9979 1.7932
H -5.0437 -1.9201 1.2359
C 1.9807 -3.6130 2.8135
N -2.7710 -0.5468 -3.3473
H 4.4895 -1.3611 2.5594
N 1.2937 0.7267 1.5314
C 1.4920 4.1537 -3.5383
C 2.9668 2.3925 2.0518
N 0.9646 0.5570 -1.2008
O 1.0435 -1.7150 0.8475
C -3.3104 -0.8877 -2.0597
H -2.0581 3.6476 -0.5069
C 0.9249 1.7695 -3.0471
O -2.8634 -2.5671 2.3651
C 3.9549 -4.4200 3.9251
O -7.3768 -1.2442 -1.8141
H 0.9440 -3.7257 2.5215
H 2.9736 2.3622 3.1432
H 0.8885 2.6466 -4.9706
C 3.9839 -2.2754 2.8394
N 2.1839 -0.1588 2.0735
H 1.2604 4.4371 -2.5123
C 4.6318 -3.2623 3.5639
H 1.0518 4.0259 1.1789
N -6.7466 -1.4529 -0.7859
O -7.2778 -1.7453 0.2736
Co -0.2117 -0.1223 0.4739
H -0.4035 3.1716 -3.8900
H 4.4617 -5.1866 4.4988


Repeat the first record exactly.
59
Properties=species:S:1:pos:R:3 method="wB97M-V/def2-TZVPD" s_squared=0.755 total_charge=+1 e_above_lowest_kcal_mol=20.0 homo_ha="-0.4235 / -0.4219" spin_multiplicity=2
Ge 0.0771 0.5669 0.7080
N -0.9230 -3.3514 -2.0797
H 0.8047 -0.1147 -5.6796
C -0.0309 -0.1170 2.5263
C -2.9797 -2.7116 -1.1126
H 0.0082 1.2781 5.6277
F 2.4862 -1.6135 -1.8113
F 1.8563 -3.3247 1.1459
C 2.0810 1.8471 -1.0224
C -2.6258 1.5801 1.0993
C 2.4725 -2.4177 0.3775
C 1.6884 -2.2575 -0.9509
H 2.4632 1.3565 2.3101
Ir -0.1800 -1.3631 -0.9015
O 0.4100 -1.9558 -4.0207
H -4.7963 -2.2038 -0.3940
H 3.4940 2.8382 -2.2883
H -0.3208 -2.8435 4.5244
C 4.1520 2.7870 -0.2444
C 0.4988 -0.7946 -3.6814
C -3.5580 3.5264 0.0428
H -4.6100 2.3080 1.4625
C -0.1606 -1.4473 2.9062
H -2.2562 4.5774 -1.2988
N -4.3020 -2.7298 -1.0968
C -0.0370 0.5104 4.8665
H -0.2123 -2.2336 2.1632
C 1.7701 1.4257 0.2680
H 5.0762 3.3136 -0.4427
C -0.2232 -1.8023 4.2466
C -2.3637 3.7312 -0.6329
C 2.6709 1.6927 1.3005
C 3.2661 2.5224 -1.2784
C 3.8513 2.3726 1.0466
C -0.1539 -0.8249 5.2280
C -3.6874 2.4522 0.9151
C -1.3019 2.8573 -0.4457
H -4.3837 4.2114 -0.0977
H -0.3680 3.0353 -0.9657
H -4.8461 -3.2783 -1.7448
C 0.9904 0.2520 -4.6763
H 0.0871 1.9108 3.2604
F 2.5565 -1.2774 1.0502
F 1.5570 -3.5364 -1.4188
H 1.4021 1.6567 -1.8425
Cl 2.7379 0.3946 -4.4453
N -2.3224 -3.3892 -2.0458
H -2.8128 -3.8012 -2.8288
S -2.1813 -1.7918 0.1318
F 3.7007 -2.8502 0.1166
H -0.5544 -3.1050 -3.0074
Cl 0.1683 1.8012 -4.5023
O 0.2037 -0.3055 -2.5016
C 0.0177 0.8606 3.5264
H -0.1946 -1.1013 6.2732
H 4.5410 2.5751 1.8554
H -0.5565 -4.2378 -1.7525
C -1.4220 1.7714 0.4194
H -2.7246 0.7679 1.8126